Record 1
Here is 5 unconnected molecules or ions with the total composition H10O5 from the Open Molecules 2025 dataset. Energies are from ωB97M-V/def2-TZVPD.

The geometry in XYZ format:
```
15
Properties=species:S:1:pos:R:3:forces:R:3
O -1.301413 -0.855573 -3.370770 0.130 -0.033 0.061
H -0.769917 -1.018320 -4.156985 -0.025 0.029 0.016
H -1.917917 -1.594055 -3.332284 -0.002 0.045 0.035
O 0.314185 2.582091 1.656254 0.150 -0.073 -0.089
H 1.037323 3.196973 1.499034 -0.063 0.031 -0.016
H 0.123090 2.198730 0.789745 -0.026 -0.091 0.034
O 0.017034 0.181453 -0.519949 0.294 -0.032 -0.122
H -0.158352 -0.145762 -1.412805 -0.197 0.077 0.003
H 0.892231 -0.164031 -0.283345 -0.099 0.062 0.229
O -1.706922 -0.877921 1.608998 0.096 0.072 0.052
H -1.825543 -1.681930 1.096391 -0.001 0.025 -0.018
H -1.139960 -0.322238 1.049656 -0.109 -0.168 -0.038
O 2.238119 -0.525333 1.412771 0.067 -0.003 -0.089
H 2.249546 0.261951 1.969063 -0.148 0.008 -0.041
H 1.948495 -1.236034 1.994222 -0.068 0.051 -0.016
```
Forces are in eV/Å.

Output
- calculated total energy (eV) = -10400.1033
- SMILES string = O.O.O.O.O
- maximum force (Eh/bohr) = 0.0062
- ΔE to the lowest compared entry with this formula, charge and spin (kcal/mol) = 17.21
- E_HOMO (Ha) = -0.394



Record 2
Here is a molecular structure, C32H37ClLaN2Si2 from the Open Molecules 2025 dataset. Energies are from ωB97M-V/def2-TZVPD.

The geometry in XYZ format:
```
75
Properties=species:S:1:pos:R:3:forces:R:3
C -0.240297 -0.961773 1.164499 0.768 -0.043 0.945
C 0.779311 -1.717983 0.508102 0.145 -0.015 1.028
C 1.983134 -0.949832 0.534662 0.026 -0.215 1.125
H 0.663997 -2.730827 0.117858 0.089 0.360 0.060
C 1.704472 0.290881 1.185013 0.150 -0.819 0.816
C 0.337421 0.285018 1.579948 0.081 -1.051 0.647
H -0.150686 1.024892 2.213118 0.129 -0.141 -0.351
H -1.244046 -1.307945 1.414710 0.344 0.105 -0.180
H 2.969444 -1.280190 0.206106 -0.369 0.250 -0.056
H 2.435308 1.068347 1.411337 -0.226 -0.258 -0.237
La 0.364444 0.312546 -1.013611 0.194 1.298 -3.724
Si 3.050219 1.213749 -3.420400 0.563 -1.921 1.652
C 2.538274 -0.562541 -3.930562 -0.466 0.413 0.057
C 2.186019 -0.852135 -5.257035 0.273 -0.384 0.107
H 2.079597 -0.034554 -5.979266 0.140 -0.356 0.188
C 2.067196 -2.181579 -5.668097 -0.136 0.074 0.046
H 1.916916 -2.411101 -6.725419 -0.041 0.033 0.344
C 2.158610 -3.216258 -4.731362 -0.029 0.066 0.049
H 2.067325 -4.252098 -5.054205 -0.019 0.229 0.061
C 2.373046 -2.925955 -3.382310 0.028 -0.110 0.055
H 2.401389 -3.723995 -2.630187 0.074 0.226 -0.404
C 2.598465 -1.604576 -2.988134 -0.272 -0.059 -0.081
H 2.892122 -1.405759 -1.942953 -0.141 -0.006 -0.596
C 4.206770 1.026580 -1.853558 -0.877 0.129 -0.064
C 5.127175 -0.016148 -1.697083 0.424 0.326 0.182
H 5.229989 -0.810500 -2.448089 -0.079 0.412 0.215
C 5.987547 -0.029599 -0.594515 -0.088 -0.078 -0.090
H 6.744494 -0.814364 -0.503921 -0.278 0.262 0.009
C 5.893531 0.967467 0.376405 -0.093 0.185 0.024
H 6.593841 0.985561 1.211554 -0.230 -0.064 -0.165
C 4.923921 1.969376 0.259943 0.190 0.028 -0.006
H 4.846610 2.746963 1.021065 0.092 -0.167 -0.134
C 4.088233 2.002566 -0.855465 0.353 -0.483 0.199
H 3.353414 2.808307 -0.963272 0.161 -0.151 0.021
H 1.954401 1.077414 -2.317875 -0.877 0.313 0.820
Si 4.822853 1.439209 -4.805500 -0.088 1.657 -1.514
C 6.397592 2.126045 -4.107649 0.498 0.260 0.259
C 7.628106 1.578132 -4.508576 -0.081 0.039 0.453
H 7.660515 0.873418 -5.340256 0.033 0.147 0.245
C 8.800267 1.885298 -3.814703 0.064 0.109 0.048
H 9.742085 1.427004 -4.117558 -0.214 0.139 0.056
C 8.767092 2.750627 -2.719175 -0.196 -0.149 -0.143
H 9.674992 2.955140 -2.145420 -0.318 -0.061 -0.224
C 7.556955 3.350405 -2.360041 -0.063 0.224 -0.023
H 7.522151 4.029357 -1.505562 0.030 -0.118 -0.280
C 6.390172 3.081027 -3.074839 0.329 -0.424 0.033
H 5.452043 3.568402 -2.800791 0.276 -0.132 0.037
C 5.284851 0.068018 -5.979534 -0.335 -0.283 -0.401
C 5.640874 -1.211448 -5.524784 -0.180 -0.024 -0.598
H 5.666376 -1.420986 -4.457315 0.094 -0.011 -0.163
C 5.896955 -2.239648 -6.437043 0.087 -0.089 0.228
H 6.155187 -3.236150 -6.067510 -0.082 0.325 -0.124
C 5.827373 -2.007224 -7.810974 -0.013 0.301 0.077
H 6.036905 -2.815914 -8.519844 -0.089 0.364 0.294
C 5.493728 -0.727562 -8.269301 0.015 -0.135 -0.046
H 5.455026 -0.537550 -9.342360 -0.041 -0.019 0.264
C 5.208507 0.298405 -7.365338 0.033 -0.374 0.180
H 4.895752 1.282172 -7.720730 0.186 -0.275 0.000
H 3.997672 2.541985 -5.457138 0.949 -0.194 -0.783
Cl 1.786410 2.892731 -3.966721 0.067 -0.004 -0.045
N -0.834848 2.447766 -0.202345 -0.247 0.873 0.073
C -2.094035 2.603851 0.641399 0.836 0.241 -0.366
C -2.996170 1.391413 0.557951 -0.457 -0.133 0.296
C -3.221328 0.854260 -0.850497 0.148 -0.638 -0.184
N -2.151925 -0.146611 -1.221304 -0.879 -0.532 -0.007
H -0.981581 2.957731 -1.082385 0.002 -0.093 0.281
H -0.070367 2.970934 0.244507 -0.403 -0.093 -0.069
H -1.769942 2.762934 1.672272 -0.119 0.026 -0.123
H -2.615782 3.510062 0.307360 0.070 -0.235 0.131
H -2.632503 0.597000 1.229824 -0.058 0.141 -0.338
H -3.975321 1.677748 0.966460 0.231 -0.005 -0.062
H -4.204875 0.367141 -0.922339 0.283 0.205 0.027
H -3.193501 1.654732 -1.598971 -0.028 -0.110 0.137
H -2.235362 -0.969988 -0.605103 -0.190 0.522 -0.239
H -2.352701 -0.524955 -2.149621 -0.153 0.172 0.054
```
Forces are in eV/Å.

Output
- calculated total energy (eV) = -65896.8907
- maximum force (Eh/bohr) = 0.0768
- ΔE to the lowest compared entry with this formula, charge and spin (kcal/mol) = 0.00
- charge = +1
- E_HOMO (Ha) = -0.341



Record 3
Here is 2 unconnected molecules or ions with the total composition C5H12NO from the Open Molecules 2025 dataset. Energies are from ωB97M-V/def2-TZVPD.

The geometry in XYZ format:
```
19
Properties=species:S:1:pos:R:3:forces:R:3
C -0.746194 1.909087 1.226642 -1.435 1.520 2.094
C -0.418791 0.595288 1.985586 1.659 -0.380 -3.273
C -0.596490 -0.437244 0.803869 0.753 -0.917 2.286
C -1.390427 -1.426658 1.162017 -2.444 -2.655 2.439
C 0.048018 -1.127713 -1.531491 -0.162 0.810 0.141
N 0.270390 -0.412481 -0.449815 -0.611 -1.135 0.320
H -1.648148 1.906977 0.541202 1.426 -0.626 0.306
H -1.181096 2.512945 2.030370 0.170 0.525 -0.076
H 0.081938 2.536899 0.883014 -0.049 -0.587 -0.339
H 0.614194 0.480267 2.397411 -0.564 0.691 -0.449
H -1.075434 0.345132 2.827409 -0.099 0.139 -0.787
H -1.813818 -1.627797 2.357833 1.366 1.447 -3.654
H -1.855817 -2.270256 0.635364 0.845 0.400 -0.573
H 0.679003 -1.125977 -2.467480 0.075 0.397 1.532
H -0.872900 -1.751478 -1.667890 0.667 0.881 0.794
H 1.206879 0.052450 -0.260867 -1.532 -0.462 -0.877
H 3.312099 -0.623203 -3.281929 3.167 -2.124 1.062
H 2.837418 0.692887 -3.628104 -0.434 -0.029 -0.248
O 2.549177 -0.229125 -3.563141 -2.801 2.103 -0.700
```
Forces are in eV/Å.

Output
- calculated total energy (eV) = -8907.1975
- maximum force (Eh/bohr) = 0.0847
- ΔE to the lowest compared entry with this formula, charge and spin (kcal/mol) = 79.13
- charge = +1
- E_HOMO (Ha) = -0.520



Record 4
Here is a molecular structure, C4H6NiO2 from the Open Molecules 2025 dataset. Energies are from ωB97M-V/def2-TZVPD.

The geometry in XYZ format:
```
13
Properties=species:S:1:pos:R:3:forces:R:3
C -0.823210 -0.488662 0.077119 -2.041 -0.789 2.125
O -1.454679 -1.050586 1.140116 0.236 0.468 -1.386
H -1.230809 -0.877523 -0.861983 0.465 0.134 0.287
H -1.414952 -0.479960 1.916442 0.551 -0.183 0.248
C 1.212471 -1.013684 -0.774083 1.554 -2.854 -1.049
C 1.328916 0.361271 -0.479663 -1.342 0.581 0.482
C 0.043597 0.705229 0.166147 5.021 1.343 -0.793
O -1.184327 1.200226 -0.089744 -2.004 0.964 -1.314
Ni -2.444941 2.268461 0.798300 -0.058 0.199 0.052
H 1.930821 -1.681740 -0.294207 -0.404 -0.246 -0.062
H 0.816410 -1.357458 -1.731051 0.128 0.067 0.073
H 2.287359 0.723491 -0.096706 -0.182 0.344 -0.640
H 0.933346 1.690936 0.229313 -1.923 -0.028 1.977
```
Forces are in eV/Å.

Output
- calculated total energy (eV) = -49364.6441
- maximum force (Eh/bohr) = 0.1023
- ΔE to the lowest compared entry with this formula, charge and spin (kcal/mol) = 123.22
- 2S+1 = 4
- charge = +1
- E_HOMO (spin up / spin down) (Ha) = -0.427 / -0.485



Record 5
Here is a gas-phase ion, C6H11O (charge -1) from the Open Molecules 2025 dataset. Energies are from ωB97M-V/def2-TZVPD.

The geometry in XYZ format:
```
18
Properties=species:S:1:pos:R:3:forces:R:3
C -1.275126 -1.580135 -0.361051 -0.745 -3.023 0.337
O -1.788006 -2.812764 0.072987 0.524 0.864 -0.165
C 0.235726 -1.483810 -0.061502 -1.093 -0.678 -0.825
C 0.872229 -0.230303 -0.668250 1.031 0.588 2.373
C 0.396633 1.060909 -0.054255 -1.201 0.741 -1.166
C -0.304272 1.951589 -0.771912 0.395 0.025 0.480
C 0.631743 1.303179 1.393730 -0.484 -0.471 1.125
H -1.396365 -1.560007 -1.478457 0.014 0.843 0.192
H -1.862164 -0.797613 0.154777 0.392 0.672 -0.414
H 0.302227 -1.747315 1.007547 0.461 0.918 -0.091
H 0.725243 -2.346439 -0.543901 -0.319 0.115 -0.031
H 1.913572 -0.277698 -0.298825 0.249 -0.025 -0.945
H 0.771501 -0.169545 -1.750092 0.149 -0.297 0.031
H -0.704694 2.828573 -0.267443 0.067 0.053 -0.229
H -0.495875 1.845973 -1.835364 -0.076 -0.171 0.146
H 0.240289 2.234626 1.820527 0.266 0.258 -0.699
H 0.049583 0.576533 1.979245 0.437 -0.346 -0.149
H 1.687751 1.204239 1.662243 -0.066 -0.070 0.029
```
Forces are in eV/Å.

Output
- calculated total energy (eV) = -8446.3260
- SMILES string = C=C(C)CCC[O-]
- maximum force (Eh/bohr) = 0.0609
- ΔE to the lowest compared entry with this formula, charge and spin (kcal/mol) = 12.56
- charge = -1
- E_HOMO (Ha) = -0.070



Record 6
Here is a gas-phase ion, C4H5ClO2P (charge -1) from the Open Molecules 2025 dataset. Energies are from ωB97M-V/def2-TZVPD.

The geometry in XYZ format:
```
13
Properties=species:S:1:pos:R:3:forces:R:3
C -0.383945 0.090389 2.213131 -1.422 2.620 -6.084
C 0.951615 -1.294184 -1.343739 -1.564 1.403 -0.124
C -0.229086 -0.039893 0.348017 -1.759 2.511 6.383
C 0.668403 -0.983077 -0.062537 1.050 -1.313 -0.219
O -1.973660 2.143972 -0.167249 -1.752 0.567 1.197
O 0.354483 2.039374 -1.245332 0.116 -0.101 0.114
P -0.882992 1.374607 -0.737337 1.984 -1.892 -1.801
Cl 1.507438 -1.817702 1.190541 1.118 -1.163 0.556
H -0.862370 1.051785 2.583233 0.473 -1.461 -0.778
H 0.215062 -0.461149 2.857758 0.902 -1.022 0.727
H 1.676695 -1.875149 -1.829570 0.939 -0.889 0.149
H 0.286987 -0.720681 -1.957432 0.053 0.073 -0.885
H -1.328632 0.491708 -1.849485 -0.136 0.668 0.765
```
Forces are in eV/Å.

Output
- calculated total energy (eV) = -30133.4676
- SMILES string = C=C(Cl)C(=C)[P@@H](=O)[O-]
- maximum force (Eh/bohr) = 0.1377
- ΔE to the lowest compared entry with this formula, charge and spin (kcal/mol) = 76.19
- charge = -1
- E_HOMO (spin up / spin down) (Ha) = -0.188 / -0.165